1.
ORCA calculation (ωB97M-V with the def2-TZVPD basis set) on a 2-piece molecular cluster, C31H46Cl2F3NO9P overall in a non-equilibrium geometry.

Output
LUMO energy: -4.40 eV
Orbital gap: 6.68 eV
Charge: +1
HOMO energy: -0.4072 hartree

Geometry as XYZ:
```
93
Properties=species:S:1:pos:R:3:forces:R:3
C -0.7726 -4.5963 4.3283 -0.3001 1.0528 0.1162
C -0.1638 -3.2918 3.7276 0.1957 -0.9690 0.2588
C 0.9774 -3.7806 2.7850 -1.0533 0.2932 -0.0293
C 0.4071 -2.5088 4.9260 0.2701 -0.6286 0.1995
C -1.3358 -2.6105 2.9728 0.7236 0.2663 0.3501
C -1.1829 -1.1157 2.6000 -1.1858 0.9997 -0.1364
C 0.2361 -0.6947 2.1989 0.2436 -0.1305 0.0369
C -1.6724 -0.2411 3.8094 1.4628 -0.2935 -0.4487
C -2.1014 -0.7065 1.4296 0.7780 -0.3569 0.7949
C -2.1536 0.6001 0.9715 1.1338 0.5260 0.9705
C -2.9281 0.9934 -0.0667 -0.1801 1.2237 -0.6197
C -3.7130 0.0747 -0.7202 -0.1640 0.9916 -0.1748
O -4.4801 0.5190 -1.7547 0.2408 -0.4318 -0.2291
C -4.3576 -0.2792 -2.9208 -0.8190 0.4730 -0.9876
C -4.1483 0.6616 -4.1206 0.0822 0.3505 1.1883
O -3.2028 1.6720 -3.7261 0.3758 0.0190 -0.3833
C -2.1242 1.8043 -4.6233 0.0275 -0.8044 -0.1261
C -1.0182 0.7233 -4.4041 -0.4253 0.8179 -0.5937
C 0.0329 1.2719 -3.4686 0.2038 -1.3208 -1.2093
C -0.4237 1.9661 -2.4089 -1.6602 0.5262 0.6528
N 0.3961 2.5147 -1.5320 0.0895 -0.3676 0.1495
O -0.1756 3.2251 -0.5043 0.2236 0.1566 -0.0817
C 1.7286 2.4145 -1.6296 0.6961 0.7506 1.4261
C 2.5463 3.1179 -0.5614 -0.5557 0.1483 -0.1403
C 2.3946 2.5348 0.8696 0.4782 -0.1997 -0.3012
O 3.3303 1.5139 1.1531 -0.4168 0.1684 -0.2484
C 2.6856 3.6637 1.8599 -0.0030 0.0382 -0.3279
F 3.8915 4.1695 1.5702 0.2166 0.0746 0.1541
F 1.8015 4.6667 1.7428 -0.2503 -0.0257 -0.0855
F 2.6775 3.2563 3.1131 -0.0065 -0.1864 0.3072
C 2.2653 1.7263 -2.6960 1.0440 -0.7532 -0.9994
C 3.7803 1.6663 -2.8070 0.0298 0.7528 0.6366
C 4.4379 0.7740 -1.7102 -0.2069 -0.1343 -1.1487
C 4.9341 -0.5940 -2.2226 0.0673 0.7341 1.4893
C 4.0060 -1.7403 -1.9006 0.3576 -2.2363 -1.0650
O 4.3310 -2.8858 -2.1194 -0.4531 1.2896 0.2156
O 2.7516 -1.4796 -1.3602 0.3449 1.2155 -0.2278
C 1.4073 1.1217 -3.6200 -0.3670 0.3290 -0.7560
P 2.1068 0.1476 -5.0017 1.2005 -1.2918 0.5602
O 3.2955 -0.5267 -4.5098 0.6083 -0.3815 0.3967
O 2.4320 1.1194 -6.2148 -1.1055 0.0714 -0.0151
O 1.0809 -0.9966 -5.4609 -0.2191 1.0448 -0.4642
C -3.6911 -1.1999 -0.2691 -1.1827 -1.2194 -1.1266
C -2.9126 -1.5789 0.7854 -0.2554 -1.4589 0.1494
H 0.0038 -5.2318 4.7536 -0.0493 -0.1110 -0.2129
H -1.3745 -5.1080 3.5740 0.1204 -0.2535 0.1549
H -1.4161 -4.2846 5.1592 -0.1783 -0.2814 -0.1272
H 1.3790 -4.7174 3.1698 0.4155 0.2614 0.0562
H 1.7401 -3.0187 2.6323 0.1555 -0.2287 -0.0301
H 0.5089 -4.0351 1.8271 0.2944 0.0641 -0.0782
H 1.2970 -1.9233 4.6867 -0.2710 0.2784 -0.0838
H -0.3373 -1.9212 5.4642 0.0255 0.1094 -0.1793
H 0.7581 -3.2529 5.6512 0.0641 0.1203 -0.0359
H -2.2069 -2.6845 3.6318 -0.0624 -0.0257 -0.1984
H -1.5401 -3.2427 2.1055 0.1404 0.1329 -0.0113
H 0.2461 0.2404 1.6352 -0.1998 0.0912 0.0363
H 0.8395 -0.5056 3.0868 0.2208 -0.3154 -0.1181
H 0.6912 -1.4421 1.5456 0.1170 0.0200 0.1423
H -2.0871 0.7155 3.4965 -0.1653 -0.1127 0.0972
H -2.3509 -0.7774 4.4591 -0.2713 0.0414 -0.2703
H -0.7812 -0.0174 4.4021 -0.2175 0.0764 0.1747
H -1.5482 1.3501 1.4793 -0.0820 0.0406 0.0891
H -2.9449 2.0281 -0.3948 -0.1069 -0.0114 0.0436
H -3.5485 -1.0091 -2.8554 -0.0276 0.0495 0.2120
H -5.3207 -0.7756 -3.0840 0.2539 -0.3706 -0.0138
H -3.7913 0.1073 -4.9913 -0.1729 0.0018 -0.0193
H -5.0895 1.1769 -4.3255 0.0852 -0.0896 -0.2382
H -1.6454 2.7768 -4.4893 -0.3790 0.1247 -0.0204
H -2.4878 1.7374 -5.6538 0.0776 0.1013 0.0271
H -0.6228 0.5057 -5.3931 0.2182 0.0611 0.2079
H -1.4311 -0.2194 -4.0368 -0.0442 0.1258 0.0961
H -1.4912 2.1063 -2.2679 0.1328 0.0965 0.2836
H -0.4357 2.5608 0.1579 -0.2135 -0.0269 0.0056
H 3.5988 3.1398 -0.8198 -0.0518 -0.1534 0.0600
H 2.2037 4.1582 -0.5611 0.0127 -0.0677 0.1186
H 1.4032 2.1157 1.0090 -0.2658 0.3516 0.3415
H 2.8776 0.6836 0.9658 0.2751 -0.2171 0.2207
H 4.1170 1.4265 -3.8093 -0.0979 -0.1473 0.0966
H 4.1163 2.6906 -2.6160 0.0184 -0.0567 -0.2239
H 5.2665 1.3343 -1.2794 -0.0673 -0.0917 0.1020
H 3.6800 0.6012 -0.9562 0.3187 0.0539 0.2113
H 5.1910 -0.5892 -3.2770 -0.2770 -0.2055 -0.0037
H 5.8666 -0.8079 -1.6917 -0.0821 -0.2067 -0.0394
H 2.0755 -1.8884 -1.9126 0.1945 -0.5454 0.1371
H 2.8296 0.6170 -6.9433 0.2339 0.2419 -0.0224
H 0.9070 -0.9416 -6.4119 -0.2954 -0.2613 0.0969
H -4.3019 -1.9419 -0.7731 -0.0484 -0.0120 0.1092
H -2.9840 -2.6173 1.0745 0.0862 0.0354 0.0962
C -3.9139 0.7659 6.9462 -0.0329 0.0112 0.1247
Cl -4.7385 1.0485 5.4074 -0.0477 0.0045 0.0220
Cl -2.2031 0.3774 6.7109 -0.1232 0.1807 0.6073
H -3.9872 1.6621 7.5509 0.0529 0.0412 -0.0847
H -4.3931 -0.0648 7.4510 0.0326 -0.0490 -0.0864
```
Forces are in eV/Å.


2.
ORCA calculation (ωB97M-V with the def2-TZVPD basis set) on a 2-piece molecular cluster, CH2IN2PS overall in a non-equilibrium geometry.

Output
LUMO energy (spin up / spin down): -0.59 / -1.09 eV
Orbital gap (spin up / spin down): 7.27 / 6.18 eV
Charge: 0
HOMO energy (spin up / spin down): -0.2890 / -0.2672 hartree

Geometry as XYZ:
```
8
Properties=species:S:1:pos:R:3:forces:R:3
C -1.8745 0.1882 0.2144 0.2993 -0.1760 -0.2307
N 0.1405 1.0678 -1.4670 -2.2586 0.9788 -0.3665
N 1.0747 0.5004 -1.1567 2.2285 -0.0197 -0.1390
P 1.5392 -0.7247 -0.0133 2.2792 -2.2220 -2.0816
S -2.5369 1.2215 1.1526 -0.2537 0.2952 0.2816
I -2.2645 -1.7951 -0.2733 -0.0254 -0.0596 -0.0431
H 1.1475 -0.3288 1.1389 -2.2160 1.3345 3.4596
H 2.7739 -0.1293 0.4045 -0.0533 -0.1312 -0.8804
```
Forces are in eV/Å.


3.
ORCA calculation (ωB97M-V with the def2-TZVPD basis set) on a 2-piece molecular cluster, C4H10N overall in a non-equilibrium geometry.

Output
LUMO energy: -5.38 eV
Orbital gap: 7.00 eV
Charge: +1
HOMO energy: -0.4552 hartree

Geometry as XYZ:
```
15
Properties=species:S:1:pos:R:3:forces:R:3
C 1.9360 0.0644 -0.0915 -0.3241 -0.6295 0.6998
C 2.6956 -0.0630 1.0281 0.8319 -0.6118 -1.0564
H 1.1580 0.8039 -0.2789 1.3839 1.1194 -0.4359
H 1.9857 -0.7234 -0.8480 -0.9460 -0.7095 0.7040
H 3.4779 0.6273 1.3500 -1.5047 0.9954 1.0532
H 2.8994 -1.0568 1.4362 0.5914 -0.1246 -0.9806
C -1.7842 0.1715 0.9012 0.7118 0.2390 -0.0218
C -1.0612 -0.5071 -1.3487 1.0033 0.4153 -0.0256
N -1.5859 0.3361 -0.5538 -0.7287 -0.5213 0.0283
H -1.3592 -0.7809 1.2079 -0.2216 -0.0210 -0.0210
H -1.2734 0.9653 1.4395 0.0854 0.1386 -0.0977
H -2.8483 0.2636 1.0946 -0.0663 -0.2527 -0.0021
H -0.3603 -1.2689 -1.0015 -0.6900 -0.1863 0.2698
H -1.1537 -0.3526 -2.4140 -0.0191 0.1256 -0.1125
H -2.0874 1.1123 -0.9762 -0.1074 0.0236 -0.0015
```
Forces are in eV/Å.


Result set for energy relative to the best compared isomer or geometry (same formula, charge and spin): 0.000, 4.498, 3.700 eV, one per record in the order listed.